#A
ORCA calculation (the ωB97M-V functional and the def2-TZVPD basis) on one molecule with the formula C3H6O2S.

Cartesian coordinates (Å):
O -0.75 -1.53 -0.27
C -1.00 -0.20 0.04
C -0.12 0.82 -0.63
O 0.82 0.27 -1.49
C 0.02 0.57 0.86
S 1.47 -0.28 1.47
H -0.16 -1.51 -1.05
H -2.05 0.03 0.22
H -0.52 1.79 -0.95
H 1.69 0.22 -1.01
H -0.35 1.33 1.55
H 0.97 -1.52 1.25

Computed properties:
SMILES: O[C@@H]1[C@H](O)[C@@H]1S

How positive or negative is each atom? The Mulliken charges in e answer that: number 1, O, carries -0.56; number 2, C, carries -0.16; number 3, C, carries -0.13; number 4, O, carries -0.55; number 5, C, carries -0.18; number 6, S, carries -0.29; number 7, H, carries 0.39; number 8, H, carries 0.31; number 9, H, carries 0.31; number 10, H, carries 0.34; number 11, H, carries 0.35; number 12, H, carries 0.17

***

#B
ORCA calculation (the ωB97M-V functional and the def2-TZVPD basis) on one molecule with the formula C3H6O2S.

Cartesian coordinates (Å):
C 1.29 0.01 -0.03
O 0.49 1.10 -0.47
C -0.68 1.26 0.33
S -1.87 -0.04 -0.01
C -0.60 -1.28 -0.26
O 0.57 -1.05 0.53
H 1.98 0.35 0.73
H 1.77 -0.31 -0.97
H -1.13 2.21 0.00
H -0.42 1.34 1.39
H -1.03 -2.22 0.07
H -0.35 -1.36 -1.30

Computed properties:
SMILES: C1OCSCO1

How positive or negative is each atom? The Mulliken charges in e answer that: number 1, C, carries -0.29; number 2, O, carries -0.37; number 3, C, carries -0.28; number 4, S, carries -0.16; number 5, C, carries -0.33; number 6, O, carries -0.37; number 7, H, carries 0.31; number 8, H, carries 0.31; number 9, H, carries 0.27; number 10, H, carries 0.30; number 11, H, carries 0.30; number 12, H, carries 0.31

***

#C
ORCA calculation (the ωB97M-V functional and the def2-TZVPD basis) on one molecule with the formula C3H6O2S.

Cartesian coordinates (Å):
C 0.68 1.96 0.49
C 0.43 0.72 -0.61
O -0.51 0.94 -1.71
C 0.25 -0.51 0.19
O 1.14 -0.58 1.23
S -1.04 -1.42 0.11
H 1.42 1.34 1.24
H -0.29 2.34 0.92
H 1.09 2.89 -0.07
H 1.53 0.62 -1.03
H -1.35 0.97 -1.15
H 1.08 -1.33 1.83

Computed properties:
SMILES: C[C@H](O)C(O)=S

How positive or negative is each atom? The Mulliken charges in e answer that: number 1, C, carries -0.93; number 2, C, carries 0.01; number 3, O, carries -0.47; number 4, C, carries 0.36; number 5, O, carries -0.46; number 6, S, carries -0.33; number 7, H, carries 0.34; number 8, H, carries 0.27; number 9, H, carries 0.26; number 10, H, carries 0.24; number 11, H, carries 0.37; number 12, H, carries 0.34

***

Which structure is the least stable? The one labeled #C.

***

#A
ORCA calculation (the ωB97M-V functional and the def2-TZVPD basis) on a 2-piece molecular cluster, CH4NO2Si overall.

Cartesian coordinates (Å):
C -3.85 0.42 -0.28
N 0.88 -0.26 0.36
O -1.81 -0.04 0.84
O -4.62 -0.43 -0.16
Si -0.69 0.42 -0.13
H 1.63 0.30 -0.08
H 1.06 0.11 1.33
H -1.06 0.30 -1.61
H -0.43 2.05 -0.04

Computed properties:
Net charge: -1

How positive or negative is each atom? The Mulliken charges in e answer that: number 1, C, carries 0.13; number 2, N, carries -0.59; number 3, O, carries -0.59; number 4, O, carries -0.25; number 5, Si, carries 0.18; number 6, H, carries 0.21; number 7, H, carries 0.25; number 8, H, carries -0.19; number 9, H, carries -0.14

***

#B
ORCA calculation (the ωB97M-V functional and the def2-TZVPD basis) on CH4NO2Si as an isolated structure.

Cartesian coordinates (Å):
C -0.92 -0.87 0.65
N 0.00 0.12 0.73
O -1.55 -1.34 1.57
O -0.89 -1.10 -0.62
Si 0.56 0.36 -0.84
H 0.25 0.86 2.50
H 1.65 1.46 -0.50
H -0.51 0.98 -1.70
H 1.42 -0.47 -1.80

Computed properties:
Net charge: -1

How positive or negative is each atom? The Mulliken charges in e answer that: number 1, C, carries 0.64; number 2, N, carries -0.26; number 3, O, carries -0.69; number 4, O, carries -0.57; number 5, Si, carries 0.33; number 6, H, carries 0.17; number 7, H, carries -0.26; number 8, H, carries -0.18; number 9, H, carries -0.19

***

Which structure is the least stable? The one labeled #B.